Below is the molecule C5H10O in a non-equilibrium geometry, with properties calculated with wB97M-V/def2-TZVPD.

XYZ file:
```
16
C5H10O, DFT wB97M-V/def2-TZVPD
C -2.431 0.360 -0.081
C -1.120 -0.425 -0.054
C 0.141 0.420 0.031
C 1.534 -0.679 0.185
C 2.692 0.196 -0.095
O 2.502 1.344 -0.426
H -3.288 -0.321 -0.129
H -2.541 0.976 0.818
H -2.487 1.024 -0.953
H -1.102 -1.107 0.801
H -1.061 -1.045 -0.960
H 0.125 1.166 -0.822
H 0.209 1.026 0.935
H 1.315 -1.362 -0.625
H 1.845 -1.382 1.025
H 3.726 -0.168 0.015
```

For the largest force on an atom, the calculation gives 0.0419 Eh/bohr. As for the net charge: 0. The value obtained for the molecular weight is 86.13 g/mol. For the frontier orbital gap, the calculation gives 10.78 eV. The calculation puts the energy above the lowest of the compared OMol25 structures with the same formula, charge and spin at 37.6 kcal/mol. As for the electronic energy: -7393.1353 eV. The calculation puts the lowest unoccupied orbital energy at 0.03894 hartree.